1.
{"formula": "C25H31N5O5", "method": "the ωB97M-V functional and the def2-TZVPD basis", "species": ["C", "H", "O", "C", "C", "C", "C", "C", "C", "O", "C", "H", "H", "H", "H", "C", "O", "N", "C", "O", "N", "H", "C", "H", "H", "C", "C", "H", "H", "C", "H", "H", "C", "C", "O", "N", "C", "H", "C", "N", "C", "N", "C", "C", "C", "C", "H", "H", "H", "H", "C", "H", "C", "H", "H", "H", "H", "H", "H", "H", "H", "H", "H", "H", "H", "H"], "positions_angstrom": [[-2.006, -1.132, 5.408], [-2.915, -1.094, 4.799], [-0.855, -1.279, 4.612], [-0.556, -0.318, 3.713], [-1.302, 0.826, 3.497], [-0.899, 1.757, 2.539], [0.249, 1.532, 1.786], [1.014, 0.379, 2.013], [0.634, -0.544, 2.961], [1.300, -1.681, 3.264], [2.514, -1.948, 2.593], [2.897, -2.860, 3.047], [3.235, -1.138, 2.744], [2.363, -2.113, 1.522], [1.905, 0.255, 1.420], [0.650, 2.489, 0.762], [1.597, 2.330, 0.014], [-0.139, 3.629, 0.667], [-1.261, 3.893, 1.429], [-1.909, 4.911, 1.333], [-1.614, 2.912, 2.319], [-2.441, 3.100, 2.868], [0.256, 4.634, -0.313], [1.343, 4.738, -0.252], [-0.225, 5.568, -0.019], [-0.137, 4.264, -1.744], [-1.646, 4.062, -1.923], [-2.172, 4.682, -1.196], [-1.944, 4.401, -2.917], [-2.094, 2.607, -1.760], [-1.624, 2.166, -0.878], [-3.173, 2.577, -1.602], [-1.771, 1.759, -2.996], [-2.197, 0.327, -2.746], [-3.323, -0.060, -3.007], [-1.287, -0.498, -2.172], [0.102, -0.173, -1.908], [0.676, -0.161, -2.846], [0.708, -1.210, -0.969], [0.652, -2.525, -1.563], [1.697, -3.383, -1.436], [2.662, -3.013, -0.585], [3.706, -3.809, -0.422], [3.866, -5.016, -1.072], [2.865, -5.406, -1.957], [1.772, -4.593, -2.151], [1.001, -4.874, -2.850], [2.947, -6.339, -2.496], [4.735, -5.630, -0.901], [4.449, -3.444, 0.278], [-0.524, -2.819, -2.351], [-0.842, -3.851, -2.174], [-1.654, -1.882, -1.942], [-2.552, -2.081, -2.532], [-1.898, -2.037, -0.884], [-0.318, -2.699, -3.425], [0.177, -1.191, -0.009], [1.756, -0.969, -0.786], [0.192, 0.806, -1.436], [-0.715, 1.825, -3.253], [-2.359, 2.129, -3.838], [0.205, 5.080, -2.383], [0.408, 3.366, -2.037], [-2.198, 1.020, 4.064], [-2.037, -2.015, 6.044], [-1.949, -0.237, 6.036]], "forces_ev_per_a": [[-0.25, 0.05, 0.16], [0.05, 0.01, 0.01], [0.32, 0.14, -0.34], [0.13, -0.04, -0.07], [-0.07, -0.12, 0.13], [0.70, -0.32, -0.36], [-0.37, -0.06, 0.33], [-0.10, -0.17, 0.26], [0.06, 0.06, -0.07], [-0.33, 0.07, 0.22], [0.16, -0.04, -0.17], [0.02, 0.05, -0.05], [0.00, 0.02, 0.02], [0.00, 0.08, 0.12], [0.12, -0.09, -0.06], [-0.06, -0.14, 0.15], [0.11, -0.01, -0.03], [0.14, 0.11, -0.06], [-0.21, -0.14, 0.33], [-0.18, 0.26, -0.06], [-0.32, 0.07, 0.18], [0.14, 0.09, -0.17], [0.24, 0.26, -0.41], [-0.15, 0.03, 0.05], [0.11, -0.13, -0.02], [-0.13, 0.09, 0.18], [0.07, -0.12, 0.09], [-0.05, 0.07, -0.06], [-0.07, 0.04, -0.02], [-0.01, 0.17, -0.18], [-0.03, -0.05, 0.07], [0.01, -0.09, 0.04], [-0.20, -0.07, 0.15], [0.17, 0.23, -0.16], [-0.41, 0.08, -0.11], [0.06, -0.35, 0.13], [0.31, 0.13, 0.03], [0.04, 0.06, 0.11], [0.04, 0.38, 0.06], [-0.16, 0.10, -0.05], [0.22, -0.13, 0.07], [-0.18, 0.10, -0.09], [0.12, -0.19, -0.06], [0.06, -0.09, -0.01], [0.03, 0.15, 0.12], [-0.07, -0.02, -0.05], [-0.08, -0.01, -0.07], [-0.01, -0.05, -0.04], [0.09, -0.03, 0.04], [0.14, -0.07, 0.05], [-0.14, -0.06, -0.11], [0.00, 0.06, -0.05], [-0.23, -0.27, -0.11], [0.16, -0.04, 0.15], [-0.03, -0.06, -0.08], [-0.08, -0.09, 0.04], [0.11, 0.06, -0.03], [-0.22, 0.10, 0.04], [0.04, -0.02, -0.05], [0.08, 0.04, -0.03], [0.06, -0.08, 0.01], [0.08, -0.01, -0.02], [0.08, 0.01, -0.08], [-0.10, -0.04, 0.10], [-0.04, 0.08, -0.03], [0.01, -0.03, -0.04]], "multiplicity": 1, "smiles": "COc1cc2[nH]c(=O)n(CCCCCC(=O)N3CCN(c4ccccn4)CC3)c(=O)c2cc1OC", "total_energy_ha": -1621.31145, "total_charge": 0}


2.
{"formula": "C25H31N6NaO2S3", "method": "the ωB97M-V functional and the def2-TZVPD basis", "species": ["Na", "C", "C", "N", "C", "C", "S", "C", "C", "N", "H", "H", "H", "H", "H", "H", "H", "H", "H", "H", "H", "H", "H", "H", "O", "S", "O", "N", "C", "C", "C", "C", "C", "C", "C", "C", "N", "C", "C", "C", "C", "C", "C", "C", "H", "H", "H", "H", "H", "H", "H", "H", "H", "H", "H", "C", "N", "C", "C", "N", "C", "S", "H", "H", "H", "H", "H", "H"], "positions_angstrom": [[-1.159, 0.558, -0.299], [-1.421, 3.821, -0.629], [-1.959, 3.168, -1.929], [-2.436, 1.807, -1.737], [-3.838, 1.628, -1.381], [-4.234, 2.221, -0.028], [-3.415, 1.529, 1.456], [-2.567, 2.982, 2.129], [-1.095, 3.135, 1.717], [-0.893, 2.844, 0.314], [-0.670, 4.571, -0.906], [-2.224, 4.369, -0.133], [-2.735, 3.819, -2.358], [-1.149, 3.117, -2.657], [-2.231, 1.269, -2.572], [-4.509, 2.080, -2.129], [-4.042, 0.556, -1.363], [-4.076, 3.299, -0.017], [-5.304, 2.055, 0.102], [-3.150, 3.863, 1.857], [-2.626, 2.898, 3.215], [-0.770, 4.147, 2.008], [-0.484, 2.427, 2.282], [0.080, 2.618, 0.130], [-0.467, -3.210, -0.320], [-0.817, -2.012, 0.430], [-2.041, -1.343, -0.039], [0.273, -0.905, 0.498], [1.624, -1.148, 0.679], [2.199, -2.343, 1.023], [3.603, -2.476, 1.153], [4.437, -1.426, 0.942], [3.881, -0.161, 0.603], [4.696, 0.971, 0.369], [4.122, 2.162, 0.050], [2.713, 2.221, -0.015], [1.922, 1.205, 0.198], [2.489, -0.005, 0.487], [-1.164, -2.575, 2.071], [-1.203, -1.655, 3.112], [-1.501, -2.088, 4.393], [-1.754, -3.433, 4.631], [-1.706, -4.346, 3.589], [-1.409, -3.921, 2.300], [1.580, -3.217, 1.175], [4.008, -3.446, 1.416], [5.511, -1.530, 1.030], [5.772, 0.872, 0.450], [4.712, 3.048, -0.141], [2.239, 3.170, -0.258], [-0.991, -0.612, 2.911], [-1.532, -1.378, 5.209], [-1.983, -3.770, 5.634], [-1.899, -5.394, 3.777], [-1.358, -4.621, 1.478], [2.926, -0.813, -4.542], [1.891, -1.506, -3.799], [1.904, -2.855, -3.466], [0.813, -3.083, -2.707], [0.146, -1.886, -2.615], [0.820, -0.900, -3.246], [0.426, 0.757, -3.302], [3.429, -1.529, -5.188], [3.645, -0.358, -3.861], [2.465, -0.030, -5.139], [2.683, -3.516, -3.795], [0.452, -3.972, -2.228], [-0.651, -1.724, -2.022]], "forces_ev_per_a": [[0.24, 1.14, -0.17], [-0.08, -0.10, -0.02], [0.09, -0.01, 0.18], [-0.48, -0.01, -0.30], [0.08, 0.14, 0.13], [0.00, -0.04, 0.00], [-0.05, 0.00, -0.10], [0.09, 0.06, 0.05], [-0.12, -0.07, -0.03], [0.32, 0.30, -0.15], [-0.05, 0.05, 0.00], [0.00, -0.01, 0.00], [0.02, 0.03, -0.01], [0.01, -0.02, 0.02], [0.06, 0.02, 0.00], [-0.03, 0.01, 0.02], [0.02, -0.01, -0.04], [-0.03, 0.00, 0.00], [0.00, 0.02, 0.00], [-0.01, 0.00, 0.01], [-0.01, 0.03, -0.01], [0.01, -0.01, 0.01], [-0.02, -0.02, 0.00], [-0.02, 0.02, 0.04], [-0.23, 0.14, 0.42], [-0.15, -0.74, 0.19], [0.24, -0.76, 0.03], [0.10, -0.31, 0.11], [-0.22, 0.49, -0.09], [0.34, -0.38, 0.07], [-0.27, -0.13, 0.00], [-0.05, 0.26, -0.07], [0.35, -0.16, 0.04], [0.05, -0.10, 0.04], [-0.15, 0.08, -0.02], [0.13, 0.11, -0.03], [0.01, -0.23, 0.02], [-0.34, 0.10, 0.00], [-0.06, -0.02, 0.25], [0.01, -0.05, -0.07], [0.00, 0.02, 0.02], [0.00, 0.01, 0.02], [0.00, 0.00, -0.04], [0.01, 0.06, 0.09], [-0.01, 0.03, -0.02], [-0.01, 0.00, 0.01], [0.02, 0.02, -0.01], [0.00, -0.02, 0.00], [0.00, 0.01, 0.00], [-0.01, 0.00, 0.01], [-0.01, 0.01, -0.01], [0.00, 0.00, 0.00], [0.00, 0.00, 0.00], [0.00, -0.01, 0.00], [0.00, 0.01, -0.04], [-0.09, -0.02, 0.05], [0.27, 0.08, -0.13], [-0.12, 0.04, 0.07], [0.20, -0.25, -0.33], [0.09, 0.25, -0.07], [-0.24, 0.36, 0.04], [0.03, -0.43, 0.03], [0.01, 0.01, 0.00], [0.02, 0.01, 0.00], [0.01, 0.00, 0.00], [0.02, 0.00, -0.01], [0.04, 0.07, -0.05], [-0.06, -0.05, -0.16]], "multiplicity": 1, "total_energy_ha": -2807.21399, "total_charge": 0}


3.
{"formula": "C25H31N7O4", "method": "the ωB97M-V functional and the def2-TZVPD basis", "species": ["C", "H", "O", "C", "C", "C", "C", "C", "C", "H", "H", "C", "N", "N", "N", "N", "C", "H", "H", "C", "O", "N", "C", "H", "H", "C", "C", "H", "H", "O", "H", "H", "H", "C", "C", "C", "C", "N", "C", "C", "H", "H", "H", "H", "H", "C", "O", "N", "H", "C", "H", "C", "C", "H", "C", "H", "H", "C", "H", "H", "H", "H", "H", "H", "H", "H", "H"], "positions_angstrom": [[-6.747, 4.035, -2.743], [-7.461, 3.960, -1.917], [-5.441, 4.274, -2.276], [-4.859, 3.355, -1.461], [-5.452, 2.164, -1.049], [-4.762, 1.302, -0.218], [-3.476, 1.609, 0.213], [-2.885, 2.804, -0.197], [-3.567, 3.665, -1.024], [-3.127, 4.593, -1.352], [-1.890, 3.045, 0.144], [-2.764, 0.690, 1.071], [-1.493, 0.817, 1.444], [-1.315, -0.244, 2.202], [-2.384, -0.988, 2.303], [-3.304, -0.427, 1.610], [-0.043, -0.562, 2.770], [-0.201, -1.324, 3.537], [0.378, 0.348, 3.197], [0.840, -1.113, 1.636], [0.313, -1.610, 0.656], [2.172, -1.000, 1.782], [2.814, -0.440, 2.956], [2.234, -0.706, 3.841], [3.792, -0.919, 3.051], [3.022, 1.085, 2.855], [4.514, 1.446, 2.786], [4.610, 2.531, 2.641], [5.002, 1.181, 3.729], [5.197, 0.742, 1.789], [4.782, 0.942, 0.925], [2.582, 1.598, 3.711], [2.533, 1.454, 1.951], [3.031, -1.285, 0.628], [2.870, -2.686, 0.093], [3.235, -2.987, -1.215], [3.116, -4.296, -1.655], [2.675, -5.284, -0.897], [2.344, -5.001, 0.350], [2.429, -3.730, 0.897], [2.152, -3.562, 1.926], [1.996, -5.836, 0.943], [3.387, -4.567, -2.667], [3.610, -2.220, -1.875], [4.066, -1.173, 0.972], [2.812, -0.171, -0.427], [3.559, 0.796, -0.465], [1.767, -0.351, -1.228], [1.131, -1.113, -1.020], [1.295, 0.637, -2.177], [2.086, 1.385, -2.265], [-0.031, 1.243, -1.695], [-1.086, 0.301, -2.263], [-2.081, 0.745, -2.266], [-0.565, 0.016, -3.670], [-0.971, -0.905, -4.084], [-0.843, 0.837, -4.332], [0.963, -0.043, -3.520], [1.463, 0.457, -4.347], [1.311, -1.076, -3.497], [-1.123, -0.616, -1.673], [-0.076, 1.315, -0.609], [-0.154, 2.241, -2.117], [-5.213, 0.377, 0.105], [-6.447, 1.900, -1.368], [-7.001, 4.896, -3.359], [-6.796, 3.127, -3.352]], "forces_ev_per_a": [[-0.23, -0.05, -0.08], [0.03, -0.01, -0.03], [0.33, -0.01, 0.17], [0.13, -0.05, 0.08], [-0.23, 0.25, -0.25], [0.37, 0.03, 0.15], [-0.34, 0.31, -0.31], [-0.17, -0.15, 0.02], [-0.16, 0.08, -0.14], [0.06, 0.11, -0.03], [0.12, 0.06, 0.02], [0.84, -0.34, 0.53], [-0.17, 0.41, -0.33], [-0.53, 0.41, -0.05], [0.39, -0.87, 0.65], [-0.63, 0.17, -0.34], [0.32, -0.21, -0.12], [0.05, 0.13, -0.03], [-0.08, -0.14, 0.05], [-0.15, -0.02, 0.23], [-0.27, -0.03, 0.06], [0.26, -0.28, -0.17], [0.08, 0.41, 0.27], [0.06, -0.02, -0.03], [-0.17, -0.05, 0.04], [0.43, -0.06, 0.02], [-0.32, 0.27, 0.29], [0.02, -0.09, 0.11], [-0.06, 0.10, -0.01], [0.12, -0.15, -0.45], [0.04, -0.09, 0.09], [-0.07, 0.05, 0.03], [-0.07, 0.03, 0.05], [0.02, 0.07, -0.17], [0.07, -0.37, -0.07], [0.01, -0.05, 0.25], [0.12, 0.22, -0.13], [-0.06, -0.50, -0.25], [-0.01, 0.15, 0.35], [0.12, 0.03, -0.20], [-0.07, 0.01, 0.08], [-0.05, -0.01, 0.13], [0.05, 0.07, -0.11], [0.01, 0.04, -0.11], [-0.26, 0.07, -0.07], [-0.14, -0.63, 0.19], [0.38, 0.50, -0.01], [-0.18, 0.00, -0.16], [0.25, 0.02, 0.11], [0.21, 0.36, -0.05], [-0.13, -0.12, 0.00], [0.01, -0.08, 0.07], [-0.04, 0.16, -0.09], [-0.08, -0.06, 0.05], [-0.08, -0.07, 0.00], [-0.05, 0.01, -0.10], [-0.04, 0.00, -0.05], [-0.01, 0.05, -0.13], [0.07, -0.05, -0.03], [0.07, 0.00, -0.04], [-0.05, -0.09, 0.09], [0.07, 0.11, 0.02], [-0.02, 0.09, -0.05], [-0.07, -0.08, 0.01], [-0.08, 0.01, -0.05], [-0.03, -0.09, 0.04], [0.00, 0.03, 0.04]], "multiplicity": 1, "smiles": "COc1ccc(-c2nnn(CC(=O)N(CCCO)[C@H](C(=O)NC3CCCC3)c3ccncc3)n2)cc1", "total_energy_ha": -1655.51614, "total_charge": 0}


Kohn-Sham gap in eV, matching the order above: 8.468 7.608 8.938
ΔE to the lowest compared entry with this formula, charge and spin in kJ/mol, matching the order above: 227.9 40.7 14.1